Record 1
The following is a DFT calculation (the ωB97M-V functional and the def2-TZVPD basis) of a cluster of 2 separate species, C4H12 in total at a distorted geometry.

Structure (XYZ):
```
16
Properties=species:S:1:pos:R:3
C 2.8072 0.0556 -0.1333
C 2.3546 -0.5803 -1.4521
H 2.3565 -0.4782 0.7138
H 3.8914 0.0488 -0.0531
H 2.3331 1.0437 -0.0537
H 2.5952 -1.6495 -1.4641
H 1.2820 -0.5132 -1.6303
H 2.8573 -0.1293 -2.3054
C -3.0093 0.5262 0.2390
C -2.0869 0.0586 1.3477
H -4.0051 0.0830 0.4022
H -3.1781 1.6035 0.1990
H -2.6555 0.2003 -0.7405
H -2.4925 0.1968 2.3583
H -1.9290 -1.0129 1.2057
H -1.1210 0.5467 1.3668
```

- E: -159.527417 a.u.
- Net charge: -1
- Kohn-Sham gap (alpha / beta): 2.833 / 12.492 eV
- 2S+1: 2
- Highest occupied orbital energy (alpha / beta): 1.5 / -8.0 eV
- Lowest unoccupied orbital energy (alpha / beta): 4.35 / 4.46 eV

Löwdin atomic charge list, values in e, 2 entries:
1. C -0.3195
2. C -0.3370

Record 2
The following is a DFT calculation (the ωB97M-V functional and the def2-TZVPD basis) of a cluster of 2 separate species, C3H4S in total at a distorted geometry.

Structure (XYZ):
```
8
Properties=species:S:1:pos:R:3
C 0.4424 0.5516 -1.4651
C -0.4219 -0.2599 -1.7726
C -0.7552 1.4717 2.3918
S -0.7194 0.1350 3.2884
H 1.2631 1.1465 -1.7757
H -1.2304 -0.8607 -1.4404
H -1.0229 2.5311 2.8441
H -0.4389 1.3623 1.3126
```

- E: -514.748500 a.u.
- Kohn-Sham gap: 8.508 eV
- 2S+1: 1
- Highest occupied orbital energy: -8.8 eV
- Lowest unoccupied orbital energy: -0.33 eV

Löwdin atomic charge list, values in e, 2 entries:
1. C -0.0121
2. C 0.0049

Record 3
The following is a DFT calculation (the ωB97M-V functional and the def2-TZVPD basis) of an isolated molecule of C12H14FNO3S at a distorted geometry.

Structure (XYZ):
```
32
Properties=species:S:1:pos:R:3
C 3.5123 -2.6793 -0.5041
C 2.6408 -1.3500 -0.1708
C 2.3616 -0.8701 1.2916
C 1.5326 0.4289 1.5421
C 1.0019 1.1865 0.3052
C 0.1100 2.5093 0.4960
C -1.4147 2.1822 0.1011
C -2.1438 1.0821 1.0613
C -2.7818 -0.0626 0.1229
S -2.2062 -1.8161 0.3225
O -1.9605 -2.5206 -0.9980
O -0.9393 -1.8716 1.1329
F -3.3552 -2.7867 1.1242
C -2.4963 0.4110 -1.3922
O -2.8368 -0.0984 -2.4874
N -1.7258 1.6286 -1.2449
C 1.3048 0.7198 -1.1417
C 2.1310 -0.5576 -1.4154
H 2.8560 -3.3772 -1.1212
H 3.7799 -3.1755 0.4861
H 4.4238 -2.2978 -1.0901
H 2.7418 -1.4673 2.1962
H 1.3673 0.7447 2.6304
H 0.0985 2.7202 1.6350
H 0.5383 3.4384 -0.0112
H -1.9830 3.1921 0.0779
H -1.5841 0.7579 2.0078
H -3.0434 1.7078 1.4354
H -3.9283 -0.1835 0.1568
H -1.2031 1.9767 -2.0551
H 0.8790 1.3217 -2.0100
H 2.3228 -0.8936 -2.4833
```

- E: -1243.976458 a.u.
- Kohn-Sham gap: 8.292 eV
- 2S+1: 1
- Highest occupied orbital energy: -8.5 eV
- Lowest unoccupied orbital energy: -0.26 eV

Löwdin atomic charge list, values in e, 2 entries:
1. C -0.0930
2. C -0.1990

Record 4
The following is a DFT calculation (the ωB97M-V functional and the def2-TZVPD basis) of a cluster of 12 separate species, C23H21BCl33FO5 in total at a distorted geometry.

Structure (XYZ):
```
84
Properties=species:S:1:pos:R:3
O -2.2963 -0.5187 2.5439
C -1.1962 -0.5325 2.0601
C -0.5712 0.6986 1.3317
C 0.3071 0.5338 0.3140
C 0.6613 -0.9031 -0.1119
O 0.8518 -1.2675 -1.2415
C 0.7157 -1.9486 1.0519
C 1.6493 -3.0550 1.0924
O 2.5729 -3.1461 0.0308
B 3.6456 -2.2996 0.4507
O 4.5471 -2.7350 1.4486
O 3.7841 -1.0128 -0.1002
C 1.6231 -3.9885 2.1980
C 0.6716 -3.8391 3.2772
C -0.2654 -2.7141 3.2407
C -1.2840 -2.5593 4.4294
C -0.8754 -1.2479 5.2255
F -0.1434 -1.6652 6.3703
C -0.2516 -1.7704 2.1462
H -0.8109 1.7298 1.6671
H 0.7734 1.4129 -0.1875
H 4.5137 -2.0586 2.1509
H 4.4720 -0.5579 0.4230
H 2.3408 -4.8342 2.2050
H 0.6500 -4.5580 4.1215
H -2.3245 -2.4422 4.0435
H -1.2278 -3.4611 5.0898
H -1.7558 -0.6346 5.5317
H -0.1562 -0.6637 4.5972
C -0.7835 -2.3223 -4.2564
Cl -2.4511 -1.7666 -4.0772
Cl -0.6970 -3.8561 -5.1521
Cl 0.1864 -1.0848 -5.0640
H -0.3711 -2.4865 -3.2650
C -2.6428 1.7540 -6.1693
Cl -3.0546 2.8435 -4.8414
Cl -4.0383 1.5103 -7.2290
Cl -1.2694 2.3820 -7.0872
H -2.3613 0.7930 -5.7479
C -4.7442 -0.3615 -1.0659
Cl -4.9147 -0.6502 -2.7993
Cl -3.0404 -0.4356 -0.6131
Cl -5.4487 1.1945 -0.6172
H -5.2758 -1.1429 -0.5328
C 3.5118 -0.9409 7.9354
Cl 3.2528 -1.3033 6.2274
Cl 5.2386 -0.9128 8.3139
Cl 2.7554 0.5981 8.3591
H 3.0457 -1.7236 8.5248
C -8.0416 1.0501 -6.6938
Cl -9.5931 1.5396 -6.0048
Cl -7.2131 -0.0818 -5.6199
Cl -8.2695 0.3362 -8.2941
H -7.4212 1.9343 -6.8000
C -0.9381 2.3984 9.6346
Cl -2.6152 2.8879 9.8998
Cl -0.8661 0.8495 8.7896
Cl -0.0629 3.6404 8.7308
H -0.4605 2.2813 10.6017
C 8.6197 0.9335 9.1476
Cl 10.3710 1.0936 9.3164
Cl 8.0935 -0.6860 9.6211
Cl 7.7870 2.1623 10.1051
H 8.3626 1.0830 8.1038
C -4.9819 -5.2827 -4.2195
Cl -3.3151 -4.7925 -4.5429
Cl -5.3582 -6.8018 -5.0423
Cl -5.2608 -5.4329 -2.4789
H -5.6446 -4.5144 -4.6046
C -1.9526 4.2068 -10.7029
Cl -1.5978 5.9167 -10.4338
Cl -3.4651 4.0187 -11.5969
Cl -0.6210 3.4221 -11.5634
H -2.0658 3.7256 -9.7349
C 5.6602 1.0157 3.9711
Cl 4.1559 1.4888 4.7554
Cl 6.6045 -0.0473 5.0163
Cl 5.3087 0.2173 2.4302
H 6.2455 1.9075 3.7725
C 2.1381 7.5818 -10.4028
Cl 3.8313 7.9677 -10.7325
Cl 1.6663 6.0907 -11.2222
Cl 1.8577 7.4503 -8.6625
H 1.5241 8.3900 -10.7862
```

- E: -16576.274505 a.u.
- Kohn-Sham gap: 8.320 eV
- 2S+1: 1
- Highest occupied orbital energy: -9.4 eV
- Lowest unoccupied orbital energy: -1.13 eV

Löwdin atomic charge list, values in e, 2 entries:
1. O 0.0780
2. C -0.3588